Entry 1:
{"formula": "ILi3", "method": "ωB97M-V/def2-TZVPD", "symbols": ["Li", "Li", "Li", "I"], "positions_angstrom": [[0.1423, -2.0528, 1.0177], [-0.9029, 2.8234, 1.0626], [0.3569, -1.2591, -2.1745], [0.4037, 0.4886, 0.0942]], "charge": 2, "relative_energy_ev": 0.405}

***

Entry 2:
{"formula": "C3H6N2O2", "method": "ωB97M-V/def2-TZVPD", "symbols": ["N", "C", "O", "C", "O", "C", "N", "H", "H", "H", "H", "H", "H"], "positions_angstrom": [[0.2174, -0.9352, -1.8673], [0.0284, -0.3339, -0.7099], [0.2883, -1.0556, 0.3370], [-0.2539, 1.1458, -0.5329], [0.7235, 1.4846, 0.3095], [0.2485, -0.3681, 1.5965], [-0.8545, -0.3823, 2.1914], [0.5919, -1.8736, -1.9126], [0.0473, -0.4323, -2.7249], [-1.3090, 1.2553, -0.1787], [-0.2276, 1.6025, -1.5542], [1.2526, -0.1324, 1.9274], [-0.7529, 0.0251, 3.1186]], "relative_energy_ev": 3.870}

***

Entry 3:
{"formula": "C4H3N3O2", "method": "ωB97M-V/def2-TZVPD", "symbols": ["H", "N", "C", "N", "N", "C", "C", "O", "C", "O", "H", "H"], "positions_angstrom": [[-1.1343, -2.1615, -1.1814], [-1.4845, -1.5097, -0.3547], [-0.9725, -0.3922, -0.5158], [-0.1610, 0.2235, -1.5592], [1.0082, 0.6236, -1.2828], [1.5954, 0.2825, -0.0758], [1.0353, 0.3616, 1.1520], [-0.2628, 1.0471, 1.1915], [-1.1908, 0.7641, 0.3134], [-2.3291, 1.2648, 0.2671], [2.5353, -0.4300, -0.1233], [1.3609, -0.0738, 2.1690]], "smiles": "[H]/N=c1\\nnccoc1=O", "relative_energy_ev": 3.467}

***

Entry 4:
{"formula": "C5H8N", "method": "ωB97M-V/def2-TZVPD", "symbols": ["C", "C", "C", "C", "C", "N", "H", "H", "H", "H", "H", "H", "H", "H"], "positions_angstrom": [[-1.1770, 1.2239, 0.8780], [-1.6345, 0.4289, -0.1048], [-0.4024, 0.2230, -0.9430], [0.0002, -1.1161, -1.2835], [0.9864, 0.1274, 1.1707], [0.0418, 0.7960, 0.3905], [-1.4326, 2.0134, 1.6733], [-0.3100, 0.8729, -1.8005], [0.3719, -1.6370, -0.3433], [0.7596, -1.0155, -1.9309], [-0.7388, -1.7376, -1.7623], [1.7211, -0.0714, 0.4888], [1.2039, 0.6965, 2.0583], [0.6104, -0.8043, 1.5086]], "multiplicity": 3, "charge": 1, "relative_energy_ev": 3.892}

***

Entry 5:
{"formula": "C3H9NO2", "method": "ωB97M-V/def2-TZVPD", "symbols": ["C", "C", "N", "O", "H", "H", "H", "H", "H", "C", "O", "H", "H", "H", "H"], "positions_angstrom": [[1.0739, 1.5347, -0.0723], [-0.3955, 1.2108, -0.1477], [-0.9350, 1.0895, -1.3877], [-1.0279, 0.8946, 0.8458], [1.4860, 0.8487, 0.6704], [1.3053, 2.5768, 0.1306], [1.5845, 1.3790, -1.0308], [-1.8711, 0.7321, -1.4335], [-0.4550, 1.3102, -2.2398], [1.0078, -2.4264, 0.7592], [-0.0510, -1.7957, 0.0337], [1.6656, -2.8392, 0.0061], [1.5311, -1.6513, 1.3363], [0.6448, -3.1961, 1.4314], [-0.7278, -1.5459, 0.6731]], "smiles": "CC(N)=O.CO", "relative_energy_ev": 0.871}

***

Entry 6:
{"formula": "C3H3ClN3O", "method": "ωB97M-V/def2-TZVPD", "symbols": ["O", "N", "N", "C", "C", "C", "Cl", "N", "H", "H", "H"], "positions_angstrom": [[-1.7536, -0.5814, 2.3933], [-0.8571, 0.1309, 2.1125], [-0.3205, 0.0563, 0.8563], [0.7045, 0.8673, 0.4545], [0.9612, 0.6867, -0.9229], [0.1753, -0.4163, -1.3242], [-0.0347, -1.1934, -2.8164], [-0.5758, -0.8158, -0.3160], [1.1296, 1.6111, 1.2026], [1.7181, 1.2697, -1.5248], [-1.1470, -1.6150, -0.1148]], "smiles": "O=N[n+]1ccc(Cl)[nH]1", "total_energy_ha": -815.417998, "charge": 1}